# 1
This record from OMol25 describes a structure of composition C33H45N5O4S3SiSr in a non-equilibrium geometry. The level of theory is ωB97M-V/def2-TZVPD.

Output
Strongest force on any atom (eV/Å): 4.493
E (eV): -91813.891
Frontier orbital gap (spin up / spin down) (eV): 5.95 / 4.00
E_HOMO (spin up / spin down) (eV): -1.8 / 0.1

```
! RIJCOSX wB97M-V def2-TZVPD def2/J DEFGRID3
* xyz -2 1
Sr 8.833 10.298 12.857
C 12.072 8.424 17.636
S 12.450 7.844 16.020
C 11.138 8.405 14.948
S 9.887 9.408 15.470
N 11.383 7.999 13.695
N 10.604 8.466 12.708
C 10.429 7.797 11.584
C 9.652 8.307 10.463
C 8.919 7.353 9.738
C 8.725 7.404 8.343
C 9.087 8.396 7.508
C 9.604 9.724 7.885
N 9.888 9.666 10.052
H 12.767 9.197 17.990
H 12.157 7.627 18.390
H 11.055 8.783 17.668
H 10.739 6.716 11.510
H 8.543 6.437 10.220
H 8.255 6.516 7.902
H 8.992 8.208 6.450
H 9.657 10.388 6.999
N 6.792 12.028 11.594
C 6.294 12.103 10.250
C 4.885 12.117 10.064
C 4.363 12.684 8.908
C 5.213 13.043 7.871
C 6.588 12.721 7.946
C 7.171 12.232 9.139
C 8.534 11.664 9.197
C 9.678 12.454 9.065
C 11.028 12.192 8.989
C 11.665 10.990 8.875
C 10.863 9.718 8.769
C 8.918 10.252 9.128
H 7.346 12.859 11.796
H 6.028 12.184 12.242
H 4.253 11.729 10.878
H 3.303 12.946 8.819
H 4.752 13.457 6.954
H 7.198 12.858 7.073
H 9.443 13.527 9.162
H 11.659 13.068 9.000
H 12.787 10.941 8.925
H 11.573 8.797 8.735
C 5.907 11.972 15.945
C 6.923 12.502 16.936
C 7.398 11.470 17.959
C 6.531 13.730 17.659
O 8.134 12.763 16.078
Si 8.502 13.587 14.669
O 8.805 12.478 13.559
O 9.813 14.585 14.901
C 11.149 14.422 15.463
C 11.684 13.042 14.967
C 12.007 15.527 14.927
C 11.040 14.505 16.984
O 7.290 14.533 14.214
C 7.063 15.962 14.207
C 5.544 16.157 14.115
C 7.748 16.487 12.940
C 7.528 16.583 15.534
H 4.928 11.821 16.429
H 6.112 10.932 15.636
H 5.781 12.677 15.124
H 6.518 11.051 18.513
H 8.161 11.820 18.659
H 7.866 10.651 17.396
H 5.888 13.401 18.509
H 5.900 14.377 17.027
H 7.412 14.297 18.036
H 11.658 12.937 13.870
H 11.016 12.212 15.361
H 12.761 12.893 15.318
H 11.778 15.735 13.873
H 13.088 15.207 15.085
H 11.939 16.464 15.512
H 10.535 13.588 17.321
H 10.492 15.385 17.382
H 12.073 14.477 17.364
H 5.148 15.670 13.209
H 5.288 17.227 14.048
H 4.989 15.717 14.964
H 7.420 15.940 12.030
H 8.851 16.426 12.999
H 7.515 17.559 12.842
H 7.087 16.129 16.449
H 7.217 17.632 15.503
H 8.644 16.464 15.641
S 6.281 8.526 12.590
C 6.081 8.555 14.217
N 5.909 8.493 15.403
*
```


# 2
This record from OMol25 describes a structure of composition C33H45N9O6PPtSSi2 in a non-equilibrium geometry. The level of theory is ωB97M-V/def2-TZVPD.

Output
Strongest force on any atom (eV/Å): 1.649
E (eV): -99767.666
Expectation value of S²: 6.037
Frontier orbital gap (spin up / spin down) (eV): 4.16 / 6.25
E_HOMO (spin up / spin down) (eV): -7.9 / -11.3

```
! RIJCOSX wB97M-V def2-TZVPD def2/J DEFGRID3
* xyz 1 5
Pt -0.657 0.524 -0.341
C 1.189 3.021 -2.270
Si 0.361 2.728 -0.594
C 1.578 3.175 0.787
C -1.036 3.992 -0.438
C -0.758 5.360 -0.401
C -1.783 6.287 -0.306
C -3.103 5.857 -0.257
C -3.388 4.502 -0.306
C -2.359 3.563 -0.391
Si -2.747 1.724 -0.518
C -3.678 1.551 -2.155
C -3.838 1.310 0.991
H 1.237 4.103 -2.420
H 0.631 2.599 -3.107
H 2.205 2.629 -2.292
H 1.591 4.263 0.883
H 2.590 2.842 0.560
H 1.295 2.765 1.758
H 0.269 5.708 -0.451
H -1.556 7.345 -0.272
H -3.907 6.579 -0.188
H -4.423 4.174 -0.279
H -4.432 2.340 -2.198
H -4.174 0.591 -2.244
H -3.012 1.682 -3.009
H -4.880 1.236 0.677
H -3.774 2.098 1.740
H -3.560 0.368 1.466
N -1.215 2.127 2.659
C -0.792 0.888 2.920
N -0.683 0.527 4.188
C -0.210 -0.701 4.407
N -0.133 -1.115 5.672
N 0.199 -1.546 3.443
C 0.071 -1.119 2.205
N -0.481 0.071 1.883
C 0.604 -1.990 1.147
C 1.423 -3.073 1.479
C 1.931 -3.865 0.473
C 1.610 -3.566 -0.852
C 0.800 -2.481 -1.102
N 0.315 -1.706 -0.132
H -1.422 2.725 3.440
H -1.295 2.464 1.712
H -0.348 -0.463 6.406
H 0.293 -1.998 5.887
H 1.636 -3.252 2.522
H 2.573 -4.704 0.707
H 1.983 -4.167 -1.669
H 0.528 -2.205 -2.113
C -6.234 -1.385 -0.181
C -4.834 -1.875 0.134
O -3.915 -1.242 -0.771
P -2.309 -1.428 -0.722
O -2.216 -3.020 -0.502
C -2.168 -3.783 0.715
C -2.021 -5.242 0.336
O -1.918 -1.309 -2.259
C -2.345 -2.229 -3.306
C -3.596 -1.769 -4.025
H -6.915 -1.687 0.613
H -6.587 -1.802 -1.124
H -6.242 -0.299 -0.258
H -4.773 -2.957 0.000
H -4.568 -1.632 1.167
H -3.085 -3.630 1.289
H -1.327 -3.461 1.327
H -2.864 -5.564 -0.274
H -1.980 -5.850 1.239
H -1.102 -5.391 -0.231
H -2.492 -3.218 -2.875
H -1.506 -2.272 -3.997
H -4.452 -1.753 -3.353
H -3.805 -2.470 -4.833
H -3.464 -0.776 -4.453
O 7.303 0.079 3.299
S 8.466 -0.134 2.487
O 9.410 0.948 2.391
O 8.954 -1.491 2.385
C 7.771 -0.092 0.639
N 8.658 -0.120 -0.301
C 8.119 -0.109 -1.533
C 6.756 -0.075 -1.734
C 5.906 -0.050 -0.612
N 6.498 -0.065 0.613
C 4.472 0.009 -0.630
C 3.768 0.129 0.596
C 2.419 0.321 0.589
N 1.687 0.376 -0.557
C 2.335 0.178 -1.731
C 3.686 -0.005 -1.811
H 8.822 -0.132 -2.355
H 6.356 -0.063 -2.737
H 4.316 0.099 1.527
H 1.888 0.458 1.518
H 1.725 0.172 -2.627
H 4.136 -0.155 -2.783
*
```


# 3
This record from OMol25 describes a structure of composition C33H46BiN8O5S. The level of theory is ωB97M-V/def2-TZVPD.

Output
Strongest force on any atom (eV/Å): 0.550
E (eV): -73796.980
Frontier orbital gap (eV): 7.04
E_HOMO (eV): -10.2

```
! RIJCOSX wB97M-V def2-TZVPD def2/J DEFGRID3
* xyz 1 1
Bi -0.939 1.412 -0.075
C -1.548 -6.107 1.018
C -1.410 -4.613 1.103
C -1.215 -3.955 2.280
C -1.128 -2.538 2.329
C -1.083 -1.808 3.527
N -0.581 -2.198 4.681
C 0.428 -3.240 4.878
C 1.763 -2.646 5.326
C 2.251 -1.483 4.468
N 2.378 -1.797 3.050
C 3.486 -2.226 2.483
C 3.704 -2.222 1.104
C 4.929 -2.725 0.595
C 5.257 -2.620 -0.724
C 6.545 -3.171 -1.278
C 4.341 -1.931 -1.555
C 3.147 -1.395 -1.138
C 2.373 -0.653 -2.143
N 1.312 0.020 -1.971
C 0.763 0.628 -3.179
C -0.367 -0.218 -3.777
C -1.701 -0.160 -3.034
N -1.562 -0.592 -1.653
C -1.653 -1.824 -1.398
C -1.469 -2.448 -0.088
C -1.532 -3.820 -0.060
C -1.224 -1.735 1.138
O -1.065 -0.484 1.267
C 2.732 -1.584 0.235
O 1.621 -1.199 0.678
H -0.700 -6.550 0.491
H -2.452 -6.388 0.477
H -1.597 -6.553 2.010
H -1.218 -4.521 3.203
H -1.509 -0.808 3.515
H -0.732 -1.579 5.467
H 0.559 -3.765 3.937
H 0.070 -3.952 5.622
H 2.496 -3.455 5.304
H 1.703 -2.301 6.361
H 3.209 -1.129 4.850
H 1.556 -0.645 4.542
H 1.694 -1.471 2.343
H 4.285 -2.555 3.145
H 5.615 -3.204 1.287
H 7.409 -2.734 -0.778
H 6.636 -2.958 -2.342
H 6.601 -4.252 -1.150
H 4.611 -1.801 -2.600
H 2.826 -0.702 -3.146
H 1.540 0.764 -3.942
H 0.378 1.623 -2.926
H -0.028 -1.258 -3.813
H -0.540 0.102 -4.807
H -2.075 0.869 -3.024
H -2.436 -0.774 -3.566
H -1.888 -2.534 -2.203
H -1.706 -4.332 -1.002
N 1.171 1.627 1.417
C 0.879 2.598 2.469
C -0.590 2.532 2.876
O -0.900 2.738 4.042
N -1.450 2.275 1.873
C -2.865 2.293 2.189
C -3.704 1.542 1.161
O -4.878 1.343 1.363
O -3.091 1.181 0.054
H 2.063 1.773 0.960
H 1.152 0.670 1.749
H 1.485 2.475 3.369
H 1.060 3.602 2.078
H -3.058 1.876 3.178
H -3.243 3.321 2.208
C 0.083 5.470 -3.227
N -1.326 5.209 -3.484
C -2.017 6.395 -3.996
C -2.015 4.412 -2.601
S -1.412 4.163 -1.030
N -3.149 3.868 -3.055
C -4.179 3.318 -2.181
C -3.503 3.834 -4.468
H 0.508 5.900 -4.133
H 0.600 4.542 -2.999
H 0.230 6.166 -2.396
H -1.870 7.235 -3.311
H -3.083 6.222 -4.094
H -1.614 6.661 -4.972
H -3.844 3.305 -1.154
H -4.411 2.297 -2.483
H -5.085 3.923 -2.265
H -2.622 3.997 -5.081
H -4.260 4.581 -4.711
H -3.923 2.851 -4.684
*
```